Entry 1:
DFT (wB97M-V/def2-TZVPD) results for a cluster of 2 separate species, C4H7ClFN3O5 in total.

For the LUMO energy, the calculation gives 0.08 eV. The multiplicity is 1. The value obtained for the HOMO-LUMO gap is 10.20 eV. As for the SMILES: O=NOC[C@H](F)OC(=O)Cl.NC(N)=O.

Each line ends with the natural charge from an NBO analysis.
Element x y z (Å)
O1 4.82427 0.62261 -1.67967  -0.22
N1 3.99349 -0.04517 -1.23588  0.38
O2 3.38680 -0.84963 -2.26374  -0.40
C1 2.07009 -1.20190 -1.87798  -0.15
C2 1.03469 -0.58393 -2.83530  0.45
F1 1.63939 0.03131 -3.87360  -0.32
O3 0.30034 0.45585 -2.18993  -0.49
C3 -0.74767 0.03891 -1.47981  0.73
O4 -1.10742 -1.09002 -1.34991  -0.57
Cl1 -1.52054 1.38458 -0.72073  0.02
H1 1.89059 -0.82174 -0.86918  0.21
H2 1.98338 -2.28800 -1.88813  0.20
H3 0.36616 -1.33406 -3.25411  0.17
N2 -2.21806 -0.35214 2.68998  -0.85
C4 -1.83092 0.92373 2.99564  0.77
N3 -2.65957 1.59602 3.85324  -0.85
O5 -0.82462 1.42868 2.53314  -0.66
H4 -3.04547 -0.78263 3.05541  0.39
H5 -1.63945 -0.86705 2.05283  0.41
H6 -2.40219 2.53427 4.09502  0.41
H7 -3.49328 1.20029 4.24274  0.39

Entry 2:
DFT (wB97M-V/def2-TZVPD) results for a structure of composition C4H7ClFNO in a non-equilibrium geometry.

For the LUMO energy (alpha / beta), the calculation gives -0.13 / -0.13 eV. The multiplicity is 1. The value obtained for the HOMO-LUMO gap (alpha / beta) is 9.26 / 9.26 eV. The relative energy (zero: lowest compared OMol25 entry of this formula, charge and spin) is 87.0 kcal/mol.

Each line ends with the natural charge from an NBO analysis.
Element x y z (Å)
C1 0.98696 0.08950 2.45502  0.56
C2 -0.81121 0.61725 -2.02895  -0.61
C3 0.27514 0.14568 -1.06307  -0.38
C4 -0.42884 -0.24127 0.29379  -0.31
N1 0.54563 -1.11889 0.98277  -0.06
O1 0.40313 1.11351 2.49850  -0.49
F1 -0.01632 -2.15689 1.65708  -0.26
Cl1 2.46726 -0.50510 3.00882  0.08
H1 -1.42266 -0.28153 -2.15268  0.20
H2 -1.41647 1.39639 -1.65110  0.21
H3 -0.35307 0.97933 -2.87697  0.21
H4 1.05872 0.89053 -0.73237  0.20
H5 0.87296 -0.67400 -1.38139  0.22
H6 -0.80408 0.45764 0.98882  0.22
H7 -1.35716 -0.71212 0.00171  0.20

Entry 3:
DFT (wB97M-V/def2-TZVPD) results for a cluster of 2 separate species, C4H7ClN2 in total in a non-equilibrium geometry.

For the LUMO energy, the calculation gives 1.02 eV. The multiplicity is 1. The value obtained for the HOMO-LUMO gap is 10.19 eV. The relative energy (zero: lowest compared OMol25 entry of this formula, charge and spin) is 21.5 kcal/mol. As for the SMILES: C/C=C(/C)Cl.N#N.

Each line ends with the natural charge from an NBO analysis.
Element x y z (Å)
C1 0.33763 -0.44216 -1.92063  -0.66
C2 -0.14977 -0.58038 -0.46031  -0.22
C3 -0.77537 0.29824 0.27592  -0.04
C4 -1.02810 0.30151 1.79228  -0.66
Cl1 -1.50813 1.64485 -0.48134  -0.02
H1 0.14933 0.46753 -2.50678  0.23
H2 -0.11505 -1.19545 -2.68869  0.23
H3 1.42372 -0.47636 -1.84634  0.22
H4 0.21143 -1.45960 0.08329  0.21
H5 -2.04289 0.72011 2.04977  0.24
H6 -0.16396 0.94087 2.34079  0.24
H7 -0.97668 -0.77053 2.20462  0.22
N1 1.93488 0.48090 0.92614  0.00
N2 2.70297 0.07047 0.23128  -0.01

Entry 4:
DFT (wB97M-V/def2-TZVPD) results for the molecule C4H7ClN2 in a non-equilibrium geometry.

For the LUMO energy, the calculation gives 0.96 eV. The multiplicity is 1. The value obtained for the HOMO-LUMO gap is 10.06 eV. The relative energy (zero: lowest compared OMol25 entry of this formula, charge and spin) is 57.7 kcal/mol. As for the SMILES: Cl/N=C1/CCCN1.

Each line ends with the natural charge from an NBO analysis.
Element x y z (Å)
Cl1 4.20732 -0.18695 -0.32308  0.13
N1 2.90028 0.82910 -0.22124  -0.50
C1 1.73311 0.44313 -0.08462  0.45
C2 0.50087 1.16854 0.10821  -0.48
C3 -0.63088 0.37830 -0.47159  -0.41
C4 -0.17632 -0.98854 0.20944  -0.22
N2 1.23757 -1.04963 -0.05074  -0.67
H1 0.47968 1.21577 1.22642  0.23
H2 0.61971 2.27292 -0.25797  0.24
H3 -1.66442 0.66457 -0.13875  0.23
H4 -0.39927 0.17055 -1.53310  0.22
H5 -0.44226 -0.98251 1.30978  0.16
H6 -0.73344 -1.89611 -0.17875  0.20
H7 1.83267 -1.68036 0.47020  0.40

Entry 5:
DFT (wB97M-V/def2-TZVPD) results for the molecule C4H7ClN2 in a non-equilibrium geometry.

For the LUMO energy, the calculation gives 0.95 eV. The multiplicity is 1. The value obtained for the HOMO-LUMO gap is 9.85 eV. The relative energy (zero: lowest compared OMol25 entry of this formula, charge and spin) is 67.8 kcal/mol. As for the SMILES: C=NN1CC(Cl)C1.

Each line ends with the natural charge from an NBO analysis.
Element x y z (Å)
C1 -2.42634 -0.42993 -0.37343  -0.17
N1 -1.59279 0.53026 -0.40551  -0.22
N2 -0.23996 0.33570 -0.53493  -0.25
C2 0.72084 1.27485 0.00504  -0.21
C3 1.64367 0.04996 0.44500  -0.22
Cl1 3.09696 -0.13730 -0.53789  -0.04
C4 0.41991 -0.84058 0.13622  -0.26
H1 -3.46988 -0.23997 -0.35853  0.19
H2 -2.06315 -1.47702 -0.47019  0.15
H3 0.33969 1.86072 0.83020  0.20
H4 1.10219 1.96435 -0.79982  0.21
H5 1.98038 -0.02475 1.45806  0.22
H6 -0.10663 -1.08718 1.04444  0.19
H7 0.59512 -1.77912 -0.43865  0.21

Entry 6:
DFT (wB97M-V/def2-TZVPD) results for a cluster of 2 separate species, C4H7ClN2 in total in a non-equilibrium geometry.

For the LUMO energy (alpha / beta), the calculation gives 0.93 / -2.85 eV. The multiplicity is 3. The value obtained for the HOMO-LUMO gap (alpha / beta) is 8.16 / 6.94 eV. The relative energy (zero: lowest compared OMol25 entry of this formula, charge and spin) is 44.4 kcal/mol.

Each line ends with the natural charge from an NBO analysis.
Element x y z (Å)
C1 1.01557 -0.35129 0.15657  -0.09
C2 -0.46228 0.40751 0.23234  0.12
C3 1.35015 -1.57156 -0.75094  -0.63
C4 -1.73926 -0.04209 0.06844  -0.42
N1 1.36308 1.10059 -0.28567  -0.08
N2 0.22742 1.57207 -0.07007  -0.23
Cl1 -1.94066 3.05898 1.63914  -0.29
H1 1.36276 -0.73482 1.17547  0.22
H2 1.25796 -1.39101 -1.83789  0.23
H3 0.74932 -2.45086 -0.54735  0.23
H4 2.39173 -1.76911 -0.46852  0.22
H5 -1.72456 -1.10503 0.30534  0.21
H6 -1.23185 2.86545 0.59785  0.28
H7 -2.61938 0.41117 -0.21470  0.22

The evaluated E for the records listed, in turn: -1257.09455; -846.50440; -726.30627; -726.24866; -726.23257; -726.08453 Eh.